18
Properties=species:S:1:pos:R:3 method="wB97M-V/def2-TZVPD" energy_ev=-10915.5014 total_charge=+1 multiplicity=3 homo_energy_ha="-0.281 / -0.610" de_lowest_kcal_mol=119.52 e_lumo_ev="-2.82 / -8.89" homo_lumo_gap_ev="4.8 / 7.7" mol_weight_g_mol=116.1
C -0.7087 -0.5813 -0.7005
C -1.8625 -0.5218 0.3423
C 0.2207 1.2004 0.8279
C -1.1016 1.6225 1.2920
C 1.6800 -0.0631 -0.7533
N 0.4423 -0.1329 0.0822
O -2.1142 0.7192 0.9960
O -0.4893 2.1233 0.0942
H -0.6304 -1.6523 -1.1302
H -0.8250 0.0730 -1.4941
H -2.7467 -0.7725 -0.1261
H -1.6153 -1.3424 0.9900
H 1.1171 1.5569 1.4065
H -1.0415 2.3369 2.0818
H 1.4321 0.5910 -1.6068
H 2.4209 0.4951 -0.2214
H 1.9793 -0.9877 -1.1702
H 0.4622 -0.7182 0.8582